(1)
{
  "formula": "C12H28Cl10IO3P2",
  "method": "ωB97M-V with the def2-TZVPD basis set",
  "symbols": ["I", "Cl", "Cl", "Cl", "Cl", "Cl", "Cl", "Cl", "Cl", "Cl", "Cl", "P", "P", "O", "O", "O", "C", "C", "C", "C", "C", "C", "C", "C", "C", "C", "C", "C", "H", "H", "H", "H", "H", "H", "H", "H", "H", "H", "H", "H", "H", "H", "H", "H", "H", "H", "H", "H", "H", "H", "H", "H", "H", "H", "H", "H"],
  "coordinates": [[4.1618, -4.8568, -0.8297], [4.6371, -1.7933, 7.1622], [1.8871, -1.9706, 5.1374], [4.8788, 3.6398, 4.2199], [7.4793, 2.1793, 5.8926], [-1.1567, -1.7121, 0.6124], [-3.6803, 0.2582, -0.5889], [-6.9954, -0.6106, -6.0786], [-10.3677, 1.4044, -7.9039], [-10.5450, -0.0449, -10.9961], [-4.2454, -0.4334, -4.0538], [4.4121, 0.4299, 1.8395], [3.0197, -3.3938, 0.8518], [4.8180, -0.5214, 3.2725], [4.1866, -0.9864, 0.7975], [1.8878, -2.3668, -0.0235], [-6.9732, -0.3097, -4.3230], [-1.4382, -1.2443, -1.0832], [-9.2046, 0.9299, -10.3437], [4.0701, -1.8101, 3.1112], [-5.7567, 0.4954, -3.8939], [3.1258, -0.8645, 7.3221], [7.5708, 3.1381, 4.3941], [-9.0197, 0.7235, -8.8485], [-2.0117, 0.1588, -1.2040], [6.5428, 4.2582, 4.3656], [1.9093, -1.6696, 6.8930], [4.3639, -2.2363, 1.5548], [-8.9294, -0.3374, -8.5958], [5.7659, 0.6272, 1.3714], [5.5009, -2.4880, 1.4310], [8.5799, 3.5587, 4.3494], [3.0348, -0.5877, 8.3767], [4.3378, -2.5386, 3.9871], [0.9953, -1.1167, 7.1302], [-8.3003, 0.6204, -10.8760], [-1.4052, 0.8903, -0.6612], [-5.6545, 1.4144, -4.4792], [1.8643, -2.6361, 7.4041], [3.9534, 1.3747, 0.8245], [-2.0981, -1.9903, -1.5365], [-2.0442, 0.4575, -2.2560], [-7.8872, 0.2432, -4.0858], [-7.0182, -1.2762, -3.8120], [7.4486, 2.4566, 3.5467], [3.2280, 0.0545, 6.7368], [-0.4696, -1.2946, -1.5896], [-9.3989, 1.9795, -10.5848], [2.8902, -1.6329, 3.0857], [3.0675, 0.4742, 2.3621], [6.7182, 4.9013, 3.4980], [-8.1106, 1.2316, -8.5130], [0.9897, -2.3924, 0.4601], [6.5973, 4.8785, 5.2654], [-5.8477, 0.7723, -2.8394], [4.6355, 1.5651, 2.7443]],
  "atomic_forces_ev_per_a": [[-0.088, 0.628, 0.014], [-0.023, -0.015, -0.021], [-0.293, -0.014, 0.725], [0.149, 0.316, 0.250], [-0.014, 0.000, 0.034], [-0.275, 0.023, 0.114], [-0.118, 0.042, 0.131], [0.026, -0.048, -0.076], [-0.027, -0.026, -0.005], [-0.048, 0.014, -0.004], [-0.036, -0.008, -0.152], [-0.296, 3.078, 0.870], [-1.647, 0.821, 0.448], [-1.593, -3.739, -0.896], [0.236, -1.247, 1.753], [0.519, -1.285, 1.700], [-0.009, 0.124, 0.392], [0.030, 0.107, -0.405], [0.261, 0.154, 0.131], [-0.193, 0.825, -0.692], [-0.237, 0.132, 0.090], [-0.247, 0.181, 0.007], [0.035, 0.154, -0.338], [0.279, -0.081, -0.188], [0.454, -0.027, -0.161], [0.056, 0.074, 0.039], [-0.152, 0.017, 0.189], [1.413, 2.455, -0.530], [-0.116, 0.235, -0.086], [0.220, -0.850, 0.027], [-2.135, -0.412, 0.186], [-0.173, 0.021, 0.061], [-0.042, -0.119, -0.134], [-0.353, 1.214, -1.974], [0.194, 0.015, 0.010], [-0.127, -0.009, 0.165], [-0.160, -0.244, -0.005], [-0.018, -0.271, 0.034], [0.119, 0.185, -0.106], [0.186, -0.454, -0.339], [0.049, 0.197, 0.181], [-0.026, -0.165, 0.155], [0.198, -0.015, -0.058], [0.124, 0.191, -0.175], [-0.167, 0.078, 0.230], [0.025, -0.285, -0.034], [-0.095, 0.102, 0.143], [-0.052, -0.241, 0.121], [2.532, -0.099, 0.182], [-0.448, -0.796, -0.252], [0.042, -0.183, 0.074], [-0.160, -0.054, -0.108], [2.134, -0.221, -0.873], [0.039, -0.205, -0.117], [0.001, -0.135, -0.127], [0.048, -0.139, -0.601]],
  "e_lumo_ev": 1.636,
  "e_homo_ha": -0.1393,
  "total_energy_ha": -6282.0269,
  "total_charge": -1,
  "homo_lumo_gap_ev": 5.43
}

***

(2)
{
  "formula": "C12H28IN2NiO2Se2",
  "method": "ωB97M-V with the def2-TZVPD basis set",
  "symbols": ["I", "Se", "Se", "Ni", "O", "O", "N", "N", "C", "C", "C", "C", "C", "C", "C", "C", "C", "C", "C", "C", "H", "H", "H", "H", "H", "H", "H", "H", "H", "H", "H", "H", "H", "H", "H", "H", "H", "H", "H", "H", "H", "H", "H", "H", "H", "H", "H", "H"],
  "coordinates": [[4.7108, -0.0387, 0.1518], [1.2383, -3.2778, -0.5093], [-0.8170, -2.7677, 0.4968], [-0.2694, -0.6131, -1.3982], [-0.2402, -0.0505, 4.3703], [-0.1300, 0.8012, 1.7539], [-2.0940, 0.4327, -1.1895], [0.4797, 1.3191, -2.1254], [-0.7009, 2.1640, -2.2721], [0.9859, -0.0929, 1.6565], [2.0593, -2.1911, 2.3833], [1.3056, -1.8170, -1.7675], [-2.9256, 0.1105, -2.3498], [-2.8469, 0.1330, 0.0314], [0.8848, -0.8939, 4.0391], [1.3957, 1.8607, -1.1142], [-1.7111, 1.8524, -1.1826], [0.8551, -1.3224, 2.5579], [-0.4473, -2.0939, 2.3154], [1.1928, 1.1549, -3.3869], [-3.1252, -0.9196, 0.0330], [-0.4388, 3.2326, -2.2291], [-3.7606, 0.7454, 0.0826], [-0.3078, 0.9190, 2.6966], [0.8675, -1.7867, 4.6725], [2.9543, -1.8116, 1.9081], [-2.2153, 0.3336, 0.8941], [-2.6030, 2.4896, -1.2986], [-3.2129, -0.9385, -2.2984], [2.0194, -3.2181, 2.7215], [-0.1074, 0.2850, 5.2608], [0.8786, 1.9851, -0.1645], [2.2623, -1.3149, -1.5829], [-3.8358, 0.7312, -2.3675], [-1.2719, 2.0562, -0.2053], [-0.4855, -2.9527, 2.9871], [1.0468, -0.4127, 0.6135], [1.3209, -2.2800, -2.7584], [0.5316, 0.7089, -4.1310], [-2.3725, 0.2586, -3.2746], [2.2345, 1.1810, -0.9569], [1.5695, 2.1176, -3.7658], [1.8185, -0.3528, 4.2156], [1.7913, 2.8357, -1.4396], [-1.1374, 1.9861, -3.2570], [2.0379, 0.4874, -3.2275], [1.9245, 0.4242, 1.8803], [-1.3092, -1.4590, 2.5302]],
  "atomic_forces_ev_per_a": [[0.034, 0.055, 0.009], [-0.082, -0.059, -0.016], [-0.021, 0.033, -0.002], [0.035, 0.008, -0.058], [-0.012, -0.010, 0.001], [-0.008, 0.005, -0.002], [-0.034, -0.012, 0.037], [-0.016, -0.029, 0.020], [0.017, 0.024, -0.012], [0.009, 0.006, -0.049], [-0.030, 0.007, -0.040], [0.049, 0.013, 0.064], [0.004, -0.014, -0.005], [-0.006, 0.021, -0.018], [0.011, -0.003, -0.004], [0.015, 0.011, 0.012], [-0.007, -0.008, 0.008], [-0.003, 0.013, 0.018], [0.007, -0.010, 0.005], [0.021, 0.005, 0.000], [0.001, 0.001, 0.004], [0.001, -0.001, -0.012], [0.000, 0.000, 0.003], [-0.001, 0.005, 0.001], [-0.004, 0.001, -0.005], [0.022, -0.005, 0.011], [0.010, -0.009, 0.004], [0.012, 0.001, -0.001], [0.003, 0.000, -0.001], [0.019, -0.003, -0.002], [0.005, 0.012, -0.005], [-0.005, -0.003, 0.005], [-0.020, -0.025, -0.007], [0.000, -0.001, -0.001], [-0.009, -0.001, 0.004], [0.018, 0.002, 0.001], [-0.005, -0.006, 0.016], [-0.014, 0.030, -0.005], [0.002, -0.008, 0.002], [0.000, 0.003, -0.002], [-0.010, -0.001, -0.012], [-0.008, 0.000, 0.000], [0.000, -0.008, 0.003], [-0.002, -0.007, 0.001], [0.001, -0.016, 0.003], [-0.001, 0.002, -0.002], [-0.001, -0.004, 0.024], [0.002, -0.014, 0.006]],
  "relative_energy_kcal_mol": 40.2,
  "e_lumo_ev": [2.453, 2.438],
  "s_squared": 2.01,
  "e_homo_ha": [-0.1341, -0.1368],
  "multiplicity": 3,
  "total_energy_ha": -7342.8641,
  "total_charge": -1,
  "homo_lumo_gap_ev": [6.10, 6.16]
}